1.
Molecular formula: CH2BrNO3
Method: DFT, wB97M-V/def2-TZVPD

Each line ends with the natural charge from an NBO analysis.
Element x y z (Å)
C  0.83547  -0.38755  -2.05415  0.538
N  0.44577  0.45853  -0.32090  0.084
O  1.52666  0.24657  0.27013  -0.534
O  -0.58648  -0.52842  0.11073  -0.646
O  0.05741  -0.72900  -2.83233  -0.442
Br  2.68591  -0.54068  -1.74439  0.155
H  -0.09234  1.58557  0.00578  0.369
H  -0.31164  -1.09104  0.83417  0.478

Results
Orbital gap (alpha / beta), eV: 8.5 / 8.5
Energy above the lowest of the compared OMol25 structures with the same formula, charge and spin, kJ/mol: 287.8
E, eV: -78738.26576



2.
Molecular formula: CH2BrO3S
Method: DFT, wB97M-V/def2-TZVPD

Each line ends with the natural charge from an NBO analysis.
Element x y z (Å)
C  0.46999  -1.06329  -0.62245  -0.211
O  -4.85956  -0.77008  -1.19167  -0.980
O  -4.94750  -0.45371  1.16455  -1.009
O  -4.65419  1.50697  -0.21787  -0.980
S  -4.51106  0.09418  -0.09530  2.331
Br  -2.38667  -0.11490  0.17350  -0.329
H  0.10612  -1.30015  0.44961  0.086
H  0.07258  -0.01465  -0.79032  0.093

Results
Orbital gap (alpha / beta), eV: 7.7 / 7.7
Energy above the lowest of the compared OMol25 structures with the same formula, charge and spin, kJ/mol: 401.7
Total charge: -1
E, eV: -88087.23424



3.
Molecular formula: CH2BrP
Method: DFT, wB97M-V/def2-TZVPD

Each line ends with the natural charge from an NBO analysis.
Element x y z (Å)
C  0.77715  -0.03787  -0.05234  -0.754
P  -0.79344  -0.97121  -0.02267  0.536
Br  -2.42519  0.47025  0.03427  -0.213
H  1.74548  -0.48577  -0.09170  0.219
H  0.69599  1.02460  0.13245  0.211

Results
Orbital gap, eV: 8.7
Energy above the lowest of the compared OMol25 structures with the same formula, charge and spin, kJ/mol: 17.8
SMILES: C=PBr
E, eV: -80399.63558



4.
Molecular formula: CH2Cl2
Method: DFT, wB97M-V/def2-TZVPD

Each line ends with the natural charge from an NBO analysis.
Element x y z (Å)
Cl  1.38371  0.35336  1.02723  -0.114
C  -0.08670  -0.02805  -0.13365  -0.360
Cl  -1.69688  0.20353  0.54968  0.026
H  0.28811  -1.00063  -0.33120  0.221
H  0.11176  0.47179  -1.11207  0.227

Results
Orbital gap, eV: 11.6
Energy above the lowest of the compared OMol25 structures with the same formula, charge and spin, kJ/mol: 49.6
SMILES: ClCCl
E, eV: -26113.72099



- Number 4 is which compound?
  CH2Cl2